{"formula": "C15H28N4OSSiW", "method": "ωB97M-V with the def2-TZVPD basis set", "elements": ["W", "C", "C", "N", "N", "C", "N", "S", "C", "C", "C", "C", "C", "N", "H", "H", "H", "H", "H", "H", "H", "H", "H", "H", "C", "Si", "C", "C", "C", "H", "H", "H", "H", "H", "H", "H", "H", "H", "H", "H", "C", "C", "C", "O", "H", "H", "H", "H", "H", "H", "H"], "positions_angstrom": [[0.390, 0.038, -0.166], [2.084, 4.014, 0.838], [1.826, 2.599, 0.437], [0.584, 2.154, 0.071], [-0.321, 3.213, 0.000], [-1.598, 3.232, -0.323], [-2.190, 4.419, -0.445], [-2.676, 1.909, -0.596], [2.818, 1.618, 0.421], [4.199, 1.870, 0.619], [5.098, 0.856, 0.537], [4.627, -0.445, 0.261], [3.302, -0.662, 0.075], [2.365, 0.347, 0.141], [1.405, 4.348, 1.629], [2.016, 4.706, -0.009], [3.081, 4.121, 1.249], [0.095, 4.114, 0.197], [-1.668, 5.282, -0.484], [-3.189, 4.485, -0.564], [4.536, 2.875, 0.816], [6.153, 1.042, 0.677], [5.306, -1.284, 0.198], [2.921, -1.646, -0.131], [-4.289, -0.948, -1.473], [-3.402, -0.906, 0.150], [-2.593, -2.505, 0.612], [-4.374, -0.165, 1.538], [-1.886, 0.382, -0.152], [-5.104, -1.675, -1.414], [-3.633, -1.261, -2.288], [-4.742, 0.009, -1.739], [-3.322, -3.122, 1.144], [-1.740, -2.366, 1.279], [-2.275, -3.066, -0.267], [-5.200, -0.838, 1.785], [-4.813, 0.801, 1.285], [-3.770, -0.051, 2.441], [-1.372, 0.008, -1.101], [-1.355, 0.329, 0.866], [1.116, -3.839, 0.498], [0.672, -3.151, -0.770], [1.585, -3.346, -1.958], [0.549, -1.712, -0.499], [1.138, -4.914, 0.321], [0.431, -3.643, 1.321], [2.118, -3.528, 0.794], [-0.340, -3.458, -1.035], [2.620, -3.096, -1.724], [1.260, -2.750, -2.810], [1.556, -4.396, -2.249]], "nbo_charge": [1.20, -0.70, 0.23, -0.42, -0.37, 0.33, -0.73, 0.45, 0.08, -0.17, -0.17, -0.19, 0.01, -0.47, 0.24, 0.25, 0.28, 0.42, 0.43, 0.44, 0.24, 0.25, 0.25, 0.22, -1.15, 1.70, -1.14, -1.14, -1.08, 0.28, 0.26, 0.26, 0.28, 0.25, 0.25, 0.28, 0.26, 0.26, 0.25, 0.28, -0.63, 0.11, -0.63, -0.62, 0.25, 0.23, 0.22, 0.20, 0.21, 0.23, 0.25], "total_charge": 2, "homo_lumo_gap_ev": [5.749, 5.791], "homo_energy_ha": [-0.4761, -0.4763], "total_energy_ha": -1636.78333, "de_lowest_kj_mol": 3.8}


{"formula": "C15H28O15", "method": "ωB97M-V with the def2-TZVPD basis set", "elements": ["C", "O", "C", "O", "O", "C", "H", "H", "H", "H", "H", "H", "C", "O", "C", "O", "O", "C", "H", "H", "H", "H", "H", "H", "C", "O", "C", "O", "O", "C", "H", "H", "H", "H", "H", "H", "C", "O", "C", "O", "O", "C", "H", "H", "H", "H", "H", "H", "O", "C", "O", "C", "C", "O", "H", "H", "H", "H"], "positions_angstrom": [[0.844, -0.943, 5.733], [1.690, -0.104, 4.923], [1.143, 0.363, 3.862], [0.166, -0.084, 3.298], [1.826, 1.425, 3.509], [1.340, 2.289, 2.497], [1.429, -1.303, 6.580], [0.441, -1.810, 5.209], [0.055, -0.462, 6.311], [0.262, 2.207, 2.356], [1.788, 2.111, 1.520], [1.554, 3.282, 2.894], [-5.354, 2.974, -1.430], [-4.739, 2.050, -0.505], [-3.519, 2.327, 0.002], [-2.965, 3.446, -0.035], [-3.022, 1.222, 0.637], [-1.794, 1.383, 1.402], [-6.439, 2.894, -1.488], [-5.039, 2.599, -2.403], [-5.094, 4.015, -1.239], [-1.926, 2.139, 2.177], [-0.844, 1.559, 0.899], [-1.621, 0.389, 1.814], [2.770, 0.608, -3.580], [2.366, -0.824, -3.219], [2.647, -1.315, -2.025], [3.251, -0.772, -1.051], [2.070, -2.503, -2.007], [1.745, -3.048, -0.787], [2.390, 0.771, -4.589], [3.845, 0.785, -3.539], [2.277, 1.280, -2.877], [2.523, -3.293, -0.063], [1.268, -4.020, -0.909], [1.041, -2.481, -0.177], [-0.397, -3.097, -3.571], [-0.819, -1.968, -2.840], [-0.492, -0.768, -3.199], [0.253, -0.299, -4.080], [-1.246, -0.070, -2.265], [-1.187, 1.331, -2.185], [0.465, -3.492, -3.033], [-0.155, -2.919, -4.619], [-1.179, -3.854, -3.496], [-0.163, 1.701, -2.229], [-1.641, 1.556, -1.220], [-1.859, 1.868, -2.854], [-0.564, 0.574, -0.417], [0.215, -0.101, 0.222], [0.032, -1.364, 0.454], [0.758, -1.708, 1.592], [1.938, -0.809, 1.543], [1.295, 0.293, 0.926], [0.143, -1.603, 2.486], [1.075, -2.746, 1.492], [2.861, -1.124, 1.056], [2.291, -0.556, 2.542]], "nbo_charge": [-0.27, -0.48, 0.99, -0.69, -0.49, -0.26, 0.20, 0.20, 0.20, 0.20, 0.22, 0.19, -0.26, -0.51, 0.99, -0.66, -0.50, -0.28, 0.20, 0.19, 0.21, 0.18, 0.22, 0.20, -0.24, -0.49, 0.99, -0.69, -0.50, -0.30, 0.22, 0.19, 0.20, 0.17, 0.19, 0.22, -0.26, -0.48, 1.00, -0.65, -0.51, -0.25, 0.20, 0.20, 0.19, 0.18, 0.23, 0.16, -0.63, 1.03, -0.49, -0.13, -0.10, -0.51, 0.26, 0.19, 0.24, 0.19], "total_charge": 0, "homo_lumo_gap_ev": 9.852, "homo_energy_ha": -0.3436, "smiles": "COC(=O)OC.COC(=O)OC.COC(=O)OC.COC(=O)OC.O=C1OCCO1", "total_energy_ha": -1716.71922, "de_lowest_kj_mol": 411.5}


{"formula": "C15H28O7S", "method": "ωB97M-V with the def2-TZVPD basis set", "elements": ["O", "C", "O", "C", "S", "C", "O", "O", "H", "H", "H", "H", "C", "C", "C", "O", "C", "H", "H", "H", "H", "H", "H", "H", "H", "C", "C", "C", "O", "C", "H", "H", "H", "H", "H", "H", "H", "H", "C", "C", "C", "O", "C", "H", "H", "H", "H", "H", "H", "H", "H"], "positions_angstrom": [[-4.151, 1.644, 1.544], [-3.274, 1.847, 2.541], [-3.064, 3.187, 3.182], [-2.331, 0.598, 3.072], [-0.533, 1.217, 2.891], [0.267, -0.107, 1.801], [0.792, 0.295, 0.641], [0.208, -1.492, 2.298], [-2.798, 3.779, 2.398], [-2.508, 0.328, 4.214], [-2.463, -0.369, 2.385], [0.009, 1.229, 4.187], [-1.900, -3.095, -1.278], [-3.316, -2.578, -1.276], [-3.659, -2.598, 0.197], [-2.436, -2.372, 0.912], [-1.342, -2.492, -0.008], [-1.332, -2.816, -2.168], [-1.905, -4.189, -1.201], [-3.335, -1.548, -1.651], [-4.003, -3.175, -1.882], [-4.049, -3.575, 0.502], [-4.390, -1.830, 0.468], [-0.945, -1.486, -0.187], [-0.552, -3.104, 0.436], [2.483, -3.832, -5.099], [2.069, -2.393, -5.263], [0.559, -2.494, -5.250], [0.224, -3.617, -4.424], [1.421, -4.363, -4.161], [3.496, -3.957, -4.710], [2.420, -4.348, -6.065], [2.411, -1.808, -4.400], [2.458, -1.923, -6.170], [0.165, -2.688, -6.254], [0.082, -1.592, -4.856], [1.696, -4.194, -3.114], [1.230, -5.430, -4.304], [3.139, 5.822, 3.334], [2.418, 5.385, 2.085], [2.072, 3.947, 2.405], [1.896, 3.867, 3.826], [2.377, 5.084, 4.414], [3.147, 6.904, 3.482], [4.178, 5.472, 3.305], [1.499, 5.972, 1.963], [3.013, 5.489, 1.175], [2.889, 3.272, 2.131], [1.160, 3.614, 1.902], [1.507, 5.660, 4.749], [2.998, 4.853, 5.283]], "nbo_charge": [-0.51, 0.75, -0.72, -0.63, 0.43, 0.58, -0.60, -0.68, 0.51, 0.29, 0.35, 0.22, -0.44, -0.43, -0.07, -0.56, -0.07, 0.23, 0.20, 0.20, 0.21, 0.16, 0.18, 0.17, 0.20, -0.43, -0.43, -0.07, -0.54, -0.07, 0.22, 0.20, 0.20, 0.22, 0.16, 0.18, 0.17, 0.18, -0.43, -0.43, -0.07, -0.55, -0.07, 0.22, 0.20, 0.20, 0.22, 0.18, 0.18, 0.16, 0.19], "total_charge": 0, "homo_lumo_gap_ev": 8.204, "homo_energy_ha": -0.3298, "total_energy_ha": -1512.97289}


{"formula": "C15H29As2NO7P2S4Ta", "method": "ωB97M-V with the def2-TZVPD basis set", "elements": ["Ta", "O", "P", "O", "O", "O", "P", "O", "O", "O", "H", "H", "C", "N", "C", "C", "C", "C", "C", "C", "C", "C", "H", "H", "H", "H", "H", "H", "H", "H", "H", "H", "H", "H", "S", "As", "S", "S", "S", "C", "C", "As", "C", "C", "C", "C", "H", "H", "H", "H", "H", "H", "H", "H", "H", "H", "H", "H", "H", "H", "H"], "positions_angstrom": [[1.286, -1.924, 0.579], [1.341, -4.144, 1.903], [-0.205, -3.749, 1.618], [-1.202, -4.575, 2.276], [-0.087, -2.254, 1.847], [-0.356, -3.864, -0.012], [0.949, -4.152, -0.942], [0.276, -4.417, -2.355], [1.707, -5.306, -0.436], [1.662, -2.827, -1.047], [1.553, -5.044, 1.590], [0.312, -5.361, -2.565], [3.979, -0.124, -1.621], [2.564, 0.050, -1.293], [2.351, 1.438, -0.885], [1.754, -0.240, -2.469], [0.310, -0.518, -2.139], [-0.634, -0.458, -3.159], [-1.945, -0.857, -2.943], [-2.322, -1.291, -1.682], [-1.385, -1.291, -0.660], [-0.050, -0.920, -0.850], [4.260, 0.513, -2.473], [4.175, -1.165, -1.876], [4.590, 0.155, -0.763], [2.662, 2.125, -1.686], [2.938, 1.659, 0.007], [1.296, 1.601, -0.666], [2.160, -1.136, -2.950], [1.826, 0.582, -3.201], [-0.322, -0.139, -4.149], [-2.660, -0.850, -3.756], [-3.328, -1.646, -1.498], [-1.716, -1.627, 0.314], [4.949, 0.971, 1.779], [3.522, -0.558, 2.152], [3.596, -2.250, 0.743], [1.418, 0.043, 1.866], [4.029, -1.106, 4.135], [-2.200, 2.926, -1.411], [-2.646, 2.219, -0.133], [-1.035, 1.570, 0.862], [-0.458, 3.311, 1.665], [-1.514, 4.321, 2.097], [-1.914, 0.784, 2.463], [-3.384, 1.104, 2.712], [-3.054, 3.254, -2.007], [-1.594, 2.251, -2.019], [-1.590, 3.801, -1.174], [-3.240, 1.341, -0.396], [-3.272, 2.873, 0.476], [0.216, 3.776, 0.940], [0.167, 3.026, 2.516], [-2.074, 4.701, 1.241], [-1.044, 5.175, 2.590], [-2.223, 3.883, 2.800], [-1.308, 1.095, 3.317], [-1.798, -0.299, 2.386], [-3.548, 2.175, 2.831], [-3.728, 0.611, 3.625], [-4.009, 0.758, 1.888]], "nbo_charge": [1.56, -0.94, 2.50, -1.05, -1.03, -1.03, 2.55, -0.97, -1.12, -1.04, 0.56, 0.52, -0.43, -0.42, -0.45, -0.25, -0.03, -0.22, -0.21, -0.23, -0.22, -0.38, 0.16, 0.20, 0.26, 0.16, 0.25, 0.22, 0.21, 0.18, 0.20, 0.20, 0.21, 0.21, -0.71, 0.95, -0.39, -0.33, -0.69, -0.62, -0.72, 0.90, -0.72, -0.62, -0.72, -0.61, 0.20, 0.21, 0.20, 0.22, 0.20, 0.21, 0.23, 0.20, 0.20, 0.20, 0.22, 0.22, 0.20, 0.21, 0.20], "total_charge": -1, "homo_lumo_gap_ev": 5.564, "homo_energy_ha": -0.1470, "total_energy_ha": -7974.82173, "de_lowest_kj_mol": 368.4}